1.
{"formula": "C15H22N2O3", "method": "wB97M-V/def2-TZVPD", "species": ["C", "C", "C", "C", "H", "H", "O", "C", "C", "C", "C", "C", "C", "O", "C", "H", "H", "H", "H", "H", "C", "H", "H", "C", "N", "C", "O", "N", "H", "C", "H", "H", "H", "H", "H", "H", "H", "H", "H", "H", "H", "H"], "xyz": [[-0.23, -1.20, 4.59], [-0.67, 0.26, 4.61], [0.38, 1.20, 4.02], [0.39, 1.22, 2.49], [-0.63, 1.41, 2.11], [1.04, 2.04, 2.14], [0.86, -0.02, 2.02], [0.90, -0.24, 0.68], [0.61, 0.69, -0.30], [0.69, 0.37, -1.65], [1.07, -0.91, -2.01], [1.37, -1.86, -1.04], [1.28, -1.55, 0.30], [1.54, -2.40, 1.33], [1.95, -3.71, 1.03], [2.10, -4.20, 1.99], [1.18, -4.25, 0.46], [2.89, -3.72, 0.46], [1.66, -2.85, -1.36], [1.16, -1.18, -3.05], [0.33, 1.39, -2.69], [0.68, 1.08, -3.67], [0.80, 2.35, -2.44], [-1.19, 1.61, -2.76], [-1.55, 2.59, -3.76], [-1.94, 2.00, -4.94], [-2.13, 2.56, -5.99], [-2.07, 0.66, -4.69], [-2.63, 0.09, -5.29], [-1.94, 0.37, -3.28], [-2.91, 0.26, -2.79], [-1.36, -0.55, -3.12], [-1.10, 3.49, -3.79], [-1.56, 1.92, -1.78], [0.32, 1.69, -0.02], [1.37, 0.91, 4.37], [0.18, 2.22, 4.35], [-1.61, 0.37, 4.06], [-0.86, 0.55, 5.65], [0.65, -1.34, 5.21], [-1.02, -1.84, 4.97], [0.02, -1.51, 3.58]], "nbo_charge": [-0.61, -0.39, -0.41, -0.06, 0.17, 0.17, -0.51, 0.35, -0.32, -0.03, -0.23, -0.28, 0.24, -0.49, -0.25, 0.20, 0.17, 0.18, 0.22, 0.21, -0.43, 0.22, 0.21, -0.03, -0.64, 0.77, -0.64, -0.64, 0.41, -0.22, 0.19, 0.21, 0.40, 0.20, 0.22, 0.21, 0.21, 0.19, 0.20, 0.20, 0.20, 0.23], "e_homo_ha": -0.3000, "largest_force_ha_per_bohr": 0.0112, "gap_ev": 8.84, "charge": 0, "mol_weight_g_mol": 278.352}

2.
{"formula": "C3H4F3IO", "method": "wB97M-V/def2-TZVPD", "species": ["C", "C", "C", "O", "F", "F", "F", "I", "H", "H", "H", "H"], "xyz": [[0.04, 0.46, 1.86], [0.06, -0.65, -0.30], [-0.45, 0.41, -1.17], [1.35, -1.02, -0.40], [0.38, 1.54, -1.05], [-1.66, 0.88, -0.96], [-0.43, -0.03, -2.43], [-1.29, -2.27, -0.03], [-0.35, -0.44, 2.23], [0.97, 0.74, 2.28], [-0.43, 1.29, 1.22], [1.80, -0.92, -1.25]], "nbo_charge": [-0.48, 0.08, 0.86, -0.71, -0.34, -0.30, -0.32, 0.14, 0.19, 0.18, 0.21, 0.49], "e_homo_ha": [-0.3213, -0.3150], "largest_force_ha_per_bohr": 0.0850, "gap_ev": [8.34, 8.50], "charge": 0, "mol_weight_g_mol": 239.962}

3.
{"formula": "C4H11NO", "method": "wB97M-V/def2-TZVPD", "species": ["C", "C", "C", "C", "N", "H", "H", "H", "H", "H", "H", "H", "H", "H", "H", "H", "O"], "xyz": [[-0.46, 0.77, 0.71], [-1.89, 0.69, 0.05], [-2.42, -0.58, 0.68], [-2.06, -1.79, 0.23], [0.11, 2.16, 0.68], [0.17, -0.03, 0.32], [-0.50, 0.78, 1.78], [-1.95, 0.84, -1.01], [-2.34, 1.66, 0.48], [-3.11, -0.40, 1.50], [-1.15, -1.65, -0.39], [-2.40, -2.79, 0.54], [0.90, 2.46, 1.29], [0.40, 2.56, -0.17], [5.73, -1.08, -2.91], [5.40, -2.25, -1.82], [5.56, -1.34, -1.97]], "nbo_charge": [-0.20, -0.47, -0.16, -0.43, -0.88, 0.17, 0.20, 0.22, 0.22, 0.20, 0.19, 0.22, 0.37, 0.35, 0.48, 0.48, -0.96], "e_homo_ha": -0.3293, "largest_force_ha_per_bohr": 0.0745, "gap_ev": 9.94, "charge": 0, "mol_weight_g_mol": 89.138}

4.
{"formula": "C32H26BaN3O4PS", "method": "wB97M-V/def2-TZVPD", "species": ["Ba", "C", "C", "N", "N", "C", "O", "C", "C", "C", "C", "C", "C", "C", "C", "C", "C", "C", "N", "H", "H", "H", "H", "H", "H", "H", "H", "H", "H", "H", "H", "O", "S", "O", "O", "C", "C", "C", "C", "C", "C", "P", "C", "C", "C", "C", "C", "C", "C", "C", "C", "C", "C", "C", "H", "H", "H", "H", "H", "H", "H", "H", "H", "H", "H", "H", "H", "H"], "xyz": [[0.84, -0.47, 0.83], [-1.09, 3.79, 0.09], [-1.09, 2.29, -0.01], [-0.03, 1.58, -0.06], [1.20, 2.14, 0.03], [2.14, 1.32, -0.44], [1.92, 0.20, -0.98], [3.54, 1.79, -0.27], [3.86, 3.14, -0.11], [5.18, 3.52, 0.07], [6.18, 2.57, 0.13], [5.87, 1.23, -0.03], [4.56, 0.84, -0.23], [-2.36, 1.54, -0.08], [-3.59, 2.16, 0.14], [-4.75, 1.42, 0.01], [-4.66, 0.09, -0.35], [-3.40, -0.45, -0.54], [-2.28, 0.24, -0.40], [-0.07, 4.15, 0.04], [-1.54, 4.12, 1.02], [-1.66, 4.23, -0.74], [3.06, 3.87, -0.15], [5.42, 4.57, 0.19], [7.21, 2.87, 0.28], [6.66, 0.48, 0.01], [4.30, -0.20, -0.37], [-3.64, 3.20, 0.42], [-5.72, 1.88, 0.19], [-5.55, -0.52, -0.49], [-3.28, -1.50, -0.81], [2.05, -1.95, 1.96], [1.11, -1.93, 3.09], [1.65, -1.42, 4.31], [-0.14, -1.26, 2.67], [0.65, -3.63, 3.25], [0.76, -4.35, 4.43], [0.39, -5.68, 4.43], [-0.07, -6.28, 3.27], [-0.19, -5.55, 2.10], [0.18, -4.21, 2.07], [-0.04, -3.17, 0.58], [0.76, -4.16, -0.73], [0.50, -3.82, -2.06], [1.17, -4.46, -3.09], [2.14, -5.40, -2.81], [2.45, -5.70, -1.49], [1.77, -5.08, -0.45], [-1.85, -3.52, 0.39], [-2.66, -2.99, 1.40], [-4.03, -3.19, 1.36], [-4.61, -3.89, 0.31], [-3.81, -4.40, -0.70], [-2.43, -4.22, -0.66], [1.12, -3.85, 5.32], [0.46, -6.26, 5.35], [-0.35, -7.33, 3.28], [-0.56, -6.03, 1.20], [-0.22, -3.04, -2.28], [0.94, -4.21, -4.12], [2.67, -5.89, -3.61], [3.23, -6.42, -1.27], [2.03, -5.31, 0.57], [-2.22, -2.43, 2.21], [-4.66, -2.79, 2.15], [-5.68, -4.05, 0.28], [-4.25, -4.95, -1.52], [-1.81, -4.64, -1.44]], "lowdin_charge": [2.21, -0.02, -0.27, -0.22, 0.00, -0.64, -0.33, -0.15, -0.03, -0.08, -0.09, -0.08, -0.02, -0.22, -0.02, -0.06, -0.05, -0.13, 0.12, 0.06, 0.09, 0.09, 0.11, 0.10, 0.10, 0.10, 0.11, 0.11, 0.11, 0.10, 0.09, -0.64, 0.38, -0.26, -0.65, -0.26, -0.04, -0.06, -0.06, -0.07, -0.33, 1.00, -0.35, -0.11, -0.08, -0.08, -0.08, -0.08, -0.35, -0.10, -0.09, -0.09, -0.08, -0.09, 0.12, 0.11, 0.11, 0.12, 0.11, 0.11, 0.10, 0.11, 0.11, 0.10, 0.11, 0.10, 0.10, 0.09], "e_homo_ha": -0.2966, "largest_force_ha_per_bohr": 0.0857, "gap_ev": 8.13, "charge": 0, "mol_weight_g_mol": 716.946}

What did the fourth record say?
{"formula": "C32H26BaN3O4PS", "method": "wB97M-V/def2-TZVPD", "species": ["Ba", "C", "C", "N", "N", "C", "O", "C", "C", "C", "C", "C", "C", "C", "C", "C", "C", "C", "N", "H", "H", "H", "H", "H", "H", "H", "H", "H", "H", "H", "H", "O", "S", "O", "O", "C", "C", "C", "C", "C", "C", "P", "C", "C", "C", "C", "C", "C", "C", "C", "C", "C", "C", "C", "H", "H", "H", "H", "H", "H", "H", "H", "H", "H", "H", "H", "H", "H"], "xyz": [[0.84, -0.47, 0.83], [-1.09, 3.79, 0.09], [-1.09, 2.29, -0.01], [-0.03, 1.58, -0.06], [1.20, 2.14, 0.03], [2.14, 1.32, -0.44], [1.92, 0.20, -0.98], [3.54, 1.79, -0.27], [3.86, 3.14, -0.11], [5.18, 3.52, 0.07], [6.18, 2.57, 0.13], [5.87, 1.23, -0.03], [4.56, 0.84, -0.23], [-2.36, 1.54, -0.08], [-3.59, 2.16, 0.14], [-4.75, 1.42, 0.01], [-4.66, 0.09, -0.35], [-3.40, -0.45, -0.54], [-2.28, 0.24, -0.40], [-0.07, 4.15, 0.04], [-1.54, 4.12, 1.02], [-1.66, 4.23, -0.74], [3.06, 3.87, -0.15], [5.42, 4.57, 0.19], [7.21, 2.87, 0.28], [6.66, 0.48, 0.01], [4.30, -0.20, -0.37], [-3.64, 3.20, 0.42], [-5.72, 1.88, 0.19], [-5.55, -0.52, -0.49], [-3.28, -1.50, -0.81], [2.05, -1.95, 1.96], [1.11, -1.93, 3.09], [1.65, -1.42, 4.31], [-0.14, -1.26, 2.67], [0.65, -3.63, 3.25], [0.76, -4.35, 4.43], [0.39, -5.68, 4.43], [-0.07, -6.28, 3.27], [-0.19, -5.55, 2.10], [0.18, -4.21, 2.07], [-0.04, -3.17, 0.58], [0.76, -4.16, -0.73], [0.50, -3.82, -2.06], [1.17, -4.46, -3.09], [2.14, -5.40, -2.81], [2.45, -5.70, -1.49], [1.77, -5.08, -0.45], [-1.85, -3.52, 0.39], [-2.66, -2.99, 1.40], [-4.03, -3.19, 1.36], [-4.61, -3.89, 0.31], [-3.81, -4.40, -0.70], [-2.43, -4.22, -0.66], [1.12, -3.85, 5.32], [0.46, -6.26, 5.35], [-0.35, -7.33, 3.28], [-0.56, -6.03, 1.20], [-0.22, -3.04, -2.28], [0.94, -4.21, -4.12], [2.67, -5.89, -3.61], [3.23, -6.42, -1.27], [2.03, -5.31, 0.57], [-2.22, -2.43, 2.21], [-4.66, -2.79, 2.15], [-5.68, -4.05, 0.28], [-4.25, -4.95, -1.52], [-1.81, -4.64, -1.44]], "lowdin_charge": [2.21, -0.02, -0.27, -0.22, 0.00, -0.64, -0.33, -0.15, -0.03, -0.08, -0.09, -0.08, -0.02, -0.22, -0.02, -0.06, -0.05, -0.13, 0.12, 0.06, 0.09, 0.09, 0.11, 0.10, 0.10, 0.10, 0.11, 0.11, 0.11, 0.10, 0.09, -0.64, 0.38, -0.26, -0.65, -0.26, -0.04, -0.06, -0.06, -0.07, -0.33, 1.00, -0.35, -0.11, -0.08, -0.08, -0.08, -0.08, -0.35, -0.10, -0.09, -0.09, -0.08, -0.09, 0.12, 0.11, 0.11, 0.12, 0.11, 0.11, 0.10, 0.11, 0.11, 0.10, 0.11, 0.10, 0.10, 0.09], "e_homo_ha": -0.2966, "largest_force_ha_per_bohr": 0.0857, "gap_ev": 8.13, "charge": 0, "mol_weight_g_mol": 716.946}

Question: Which formula does entry 4 have?
Answer: C32H26BaN3O4PS